{
  "formula": "C32H31BrFIrN6O5Se",
  "method": "wB97M-V/def2-TZVPD",
  "species": ["Ir", "C", "O", "C", "O", "N", "N", "H", "H", "H", "H", "H", "H", "C", "C", "C", "C", "C", "C", "C", "F", "C", "C", "C", "O", "C", "C", "N", "C", "C", "O", "O", "H", "H", "H", "H", "H", "H", "H", "H", "H", "H", "H", "C", "N", "C", "Se", "N", "C", "C", "C", "C", "C", "C", "H", "H", "H", "H", "H", "H", "H", "H", "Br", "C", "C", "C", "C", "C", "C", "C", "C", "N", "H", "H", "H", "H", "H", "H"],
  "positions_angstrom": [[0.100, 1.151, 0.490], [-2.175, -4.241, -0.160], [-1.446, -3.377, -1.048], [-0.857, -2.332, -0.457], [-0.874, -2.099, 0.726], [-0.200, -1.601, -1.414], [0.608, -0.516, -1.047], [-2.580, -5.025, -0.791], [-2.976, -3.688, 0.327], [-1.511, -4.658, 0.593], [-0.002, -2.060, -2.290], [0.651, 0.132, -1.831], [1.563, -0.798, -0.830], [-5.721, 2.825, -3.910], [-6.121, 2.295, -2.548], [-7.205, 1.234, -2.630], [-7.683, 0.880, -1.232], [-6.522, 0.517, -0.347], [-6.711, -0.256, 0.776], [-5.630, -0.618, 1.576], [-5.868, -1.377, 2.654], [-4.352, -0.241, 1.285], [-4.135, 0.547, 0.146], [-2.779, 0.963, -0.175], [-1.877, 0.657, 0.670], [-2.596, 1.655, -1.382], [-3.716, 2.017, -2.111], [-4.965, 1.723, -1.788], [-5.212, 0.932, -0.663], [-1.299, 2.127, -1.971], [-1.286, 2.556, -3.105], [-0.201, 2.094, -1.246], [-6.629, 3.145, -4.419], [-5.243, 2.055, -4.520], [-5.071, 3.696, -3.849], [-6.489, 3.129, -1.944], [-6.815, 0.351, -3.145], [-8.029, 1.624, -3.226], [-8.393, 0.053, -1.255], [-8.211, 1.737, -0.803], [-7.701, -0.604, 1.043], [-3.518, -0.549, 1.898], [-3.551, 2.600, -3.004], [3.760, -0.993, 2.390], [3.307, 0.197, 3.094], [2.062, 0.670, 3.142], [0.510, -0.167, 2.412], [2.071, 1.824, 3.815], [3.370, 2.147, 4.181], [3.910, 3.236, 4.852], [5.278, 3.224, 5.037], [6.078, 2.169, 4.573], [5.537, 1.088, 3.907], [4.161, 1.102, 3.722], [2.895, -1.538, 2.024], [4.325, -1.625, 3.071], [4.385, -0.695, 1.549], [1.255, 2.404, 3.928], [3.295, 4.052, 5.205], [5.748, 4.052, 5.551], [7.145, 2.207, 4.741], [6.156, 0.278, 3.546], [2.498, 1.719, 0.189], [-0.276, 2.946, 1.500], [-1.470, 3.675, 0.974], [-1.365, 4.536, -0.119], [-2.494, 5.100, -0.685], [-3.748, 4.821, -0.145], [-3.861, 4.029, 0.996], [-2.725, 3.468, 1.548], [-4.942, 5.281, -0.799], [-5.920, 5.575, -1.328], [-0.464, 2.703, 2.547], [0.628, 3.549, 1.403], [-0.395, 4.717, -0.564], [-2.411, 5.730, -1.561], [-4.836, 3.839, 1.427], [-2.816, 2.823, 2.414]],
  "e_lumo_ev": [-2.62, -4.91],
  "e_homo_ev": [-11.12, -11.08],
  "multiplicity": 2,
  "gap_ha": [0.3126, 0.2269],
  "total_charge": 1
}

---

{
  "formula": "C32H31ClFIN4O3S2Ti",
  "method": "wB97M-V/def2-TZVPD",
  "species": ["Ti", "C", "C", "N", "C", "C", "S", "C", "C", "S", "C", "N", "C", "H", "H", "H", "H", "H", "H", "H", "H", "Cl", "C", "C", "C", "I", "C", "O", "C", "N", "C", "C", "C", "C", "H", "H", "H", "H", "C", "C", "C", "C", "N", "C", "C", "H", "H", "H", "H", "H", "H", "H", "C", "C", "O", "H", "H", "H", "H", "H", "H", "O", "F", "C", "C", "C", "C", "C", "C", "C", "H", "H", "H", "H", "H", "H"],
  "positions_angstrom": [[0.041, 0.218, 0.190], [-3.476, 2.168, 0.702], [-3.585, 0.690, 0.522], [-2.612, -0.140, 0.289], [-3.034, -1.450, 0.391], [-4.358, -1.610, 0.645], [-5.105, -0.086, 0.815], [-2.086, -2.543, 0.207], [-2.443, -3.855, 0.159], [-1.086, -4.806, -0.224], [-0.103, -3.384, -0.265], [-0.751, -2.288, -0.003], [1.323, -3.507, -0.642], [-2.431, 2.453, 0.686], [-3.903, 2.444, 1.667], [-3.997, 2.713, -0.084], [-4.914, -2.527, 0.744], [-3.425, -4.283, 0.276], [1.555, -4.548, -0.888], [1.987, -3.182, 0.143], [1.502, -2.891, -1.522], [-0.696, 7.240, -0.590], [-0.173, 5.628, -0.113], [0.818, 5.519, 0.840], [1.254, 4.259, 1.237], [2.789, 4.075, 2.641], [0.702, 3.084, 0.704], [1.060, 1.891, 1.030], [-0.307, 3.240, -0.284], [-0.773, 2.029, -0.775], [-1.661, 2.106, -1.818], [-2.148, 3.294, -2.296], [-1.756, 4.530, -1.743], [-0.768, 4.502, -0.722], [1.252, 6.411, 1.270], [-1.975, 1.173, -2.253], [-2.849, 3.262, -3.123], [-2.130, 5.470, -2.120], [-0.727, -2.755, -5.971], [-0.608, -2.052, -4.659], [-1.694, -1.771, -3.826], [-1.541, -1.127, -2.621], [-0.319, -0.688, -2.104], [0.734, -0.993, -2.927], [0.655, -1.630, -4.135], [-1.769, -3.000, -6.189], [-0.158, -3.697, -5.997], [-0.351, -2.149, -6.809], [-2.699, -2.060, -4.125], [-2.420, -0.911, -2.033], [1.705, -0.707, -2.549], [1.574, -1.815, -4.682], [3.678, 2.078, -2.545], [2.790, 2.050, -1.314], [1.726, 1.110, -1.485], [4.508, 2.774, -2.396], [3.116, 2.405, -3.424], [4.085, 1.086, -2.747], [2.401, 3.044, -1.097], [3.341, 1.716, -0.436], [1.101, 1.444, -2.136], [-0.479, -0.026, 1.694], [6.094, -4.746, 2.226], [5.177, -3.760, 1.919], [5.165, -3.210, 0.655], [4.242, -2.223, 0.348], [3.287, -1.740, 1.291], [2.313, -0.771, 0.966], [3.364, -2.347, 2.578], [4.285, -3.332, 2.884], [5.877, -3.555, -0.087], [4.242, -1.795, -0.649], [2.484, -0.211, 0.057], [1.816, -0.282, 1.792], [2.668, -2.019, 3.341], [4.316, -3.775, 3.873]],
  "e_lumo_ev": [3.69, 3.69],
  "e_homo_ev": [0.78, -0.85],
  "multiplicity": 3,
  "gap_ha": [0.1068, 0.1666],
  "total_charge": -2
}

---

{
  "formula": "C32H31ClFeNO5S2",
  "method": "wB97M-V/def2-TZVPD",
  "species": ["Fe", "Cl", "C", "C", "C", "C", "O", "C", "C", "O", "C", "H", "H", "H", "H", "C", "C", "C", "C", "C", "C", "C", "C", "H", "H", "H", "H", "H", "C", "C", "C", "C", "C", "C", "C", "S", "O", "O", "O", "H", "H", "H", "H", "H", "H", "H", "S", "C", "N", "C", "C", "C", "C", "H", "H", "H", "H", "H", "C", "C", "C", "C", "C", "H", "H", "H", "H", "H", "H", "H", "H", "H", "H"],
  "positions_angstrom": [[-0.885, -0.749, 0.941], [-1.487, -0.768, 8.233], [-1.001, -0.722, 6.530], [0.336, -0.517, 6.223], [0.689, -0.485, 4.866], [-0.230, -0.648, 3.834], [0.187, -0.614, 2.589], [-1.626, -0.851, 4.175], [-2.658, -1.018, 3.238], [-2.607, -0.967, 1.949], [-1.961, -0.886, 5.564], [1.073, -0.393, 7.004], [1.724, -0.336, 4.577], [-3.653, -1.194, 3.668], [-2.994, -1.041, 5.851], [-1.287, 0.893, -0.906], [-1.883, 0.474, -1.901], [-2.640, -0.357, -2.781], [-2.145, -1.617, -3.159], [-2.866, -2.419, -4.024], [-4.091, -2.000, -4.535], [-4.591, -0.761, -4.160], [-3.875, 0.054, -3.297], [-1.216, -1.963, -2.728], [-2.473, -3.396, -4.277], [-4.654, -2.640, -5.204], [-5.550, -0.425, -4.538], [-4.270, 1.019, -3.004], [5.662, -1.965, -0.369], [4.243, -2.462, -0.314], [3.687, -3.117, -1.407], [2.353, -3.497, -1.404], [1.569, -3.236, -0.293], [2.111, -2.606, 0.819], [3.443, -2.220, 0.797], [-0.160, -3.659, -0.297], [-0.409, -4.369, 0.934], [-0.399, -4.390, -1.525], [-0.838, -2.332, -0.331], [6.325, -2.695, -0.836], [6.043, -1.743, 0.628], [5.711, -1.046, -0.959], [4.294, -3.301, -2.286], [1.903, -3.983, -2.258], [1.491, -2.385, 1.680], [3.857, -1.701, 1.654], [2.301, -0.152, -2.440], [1.981, 1.452, -2.767], [0.689, 1.896, -2.877], [0.323, 3.175, -3.097], [1.253, 4.150, -3.282], [2.614, 3.769, -3.194], [2.966, 2.476, -2.945], [-0.061, 1.236, -2.631], [-0.745, 3.345, -3.094], [0.953, 5.172, -3.455], [3.388, 4.519, -3.314], [4.000, 2.175, -2.859], [-2.111, 2.261, 1.917], [-0.939, 2.560, 0.981], [0.266, 2.980, 1.824], [-1.333, 3.712, 0.048], [-0.531, 1.325, 0.174], [-2.422, 3.168, 2.449], [-1.837, 1.508, 2.654], [-2.964, 1.873, 1.358], [0.045, 3.889, 2.391], [1.134, 3.172, 1.187], [0.524, 2.183, 2.524], [-1.635, 4.596, 0.620], [-2.167, 3.416, -0.593], [-0.491, 3.990, -0.593], [0.546, 1.188, 0.052]],
  "e_lumo_ev": [4.07, 4.07],
  "e_homo_ev": [0.45, -1.89],
  "multiplicity": 6,
  "gap_ha": [0.1333, 0.2192],
  "total_charge": -2
}

---

{
  "formula": "C32H31N10O4Pt",
  "method": "wB97M-V/def2-TZVPD",
  "species": ["Pt", "C", "C", "C", "C", "N", "C", "C", "C", "C", "C", "C", "N", "H", "H", "H", "H", "H", "H", "H", "H", "N", "N", "C", "N", "N", "N", "O", "O", "H", "H", "H", "H", "H", "N", "C", "C", "C", "C", "N", "C", "C", "H", "H", "H", "H", "C", "C", "C", "C", "C", "C", "N", "C", "C", "C", "C", "C", "C", "C", "O", "O", "C", "C", "H", "H", "H", "H", "H", "H", "H", "H", "H", "H", "H", "H", "H", "H"],
  "positions_angstrom": [[-0.087, 0.205, 0.152], [-1.703, 4.392, 1.412], [-1.437, 4.375, 2.739], [-0.803, 3.250, 3.301], [-0.484, 2.150, 2.476], [-0.737, 2.100, 1.189], [-1.329, 3.238, 0.536], [0.217, 0.943, 3.020], [1.261, 1.106, 4.034], [2.151, 0.136, 4.248], [2.027, -1.172, 3.531], [0.819, -1.233, 2.609], [-0.105, -0.171, 2.461], [-2.171, 5.245, 0.935], [-1.703, 5.216, 3.364], [-0.585, 3.213, 4.359], [-0.633, 3.564, -0.246], [1.342, 2.051, 4.551], [2.957, 0.262, 4.960], [2.160, -2.020, 4.201], [0.362, -2.209, 2.487], [0.318, -3.187, -1.579], [1.253, -3.766, -0.721], [1.836, -3.045, 0.260], [2.641, -3.719, 1.097], [1.571, -1.751, 0.301], [1.841, -0.997, 1.445], [2.928, -1.310, 2.381], [1.922, 0.271, 1.080], [-0.517, -3.760, -1.595], [0.705, -3.125, -2.514], [1.647, -4.667, -0.949], [2.773, -4.710, 0.984], [3.291, -3.217, 1.679], [-7.004, 1.402, -2.767], [-6.057, 1.705, -2.194], [-4.858, 2.083, -1.503], [-3.890, 2.845, -2.158], [-2.741, 3.176, -1.484], [-2.553, 2.774, -0.213], [-3.472, 2.037, 0.432], [-4.642, 1.675, -0.189], [-4.034, 3.176, -3.177], [-1.952, 3.764, -1.931], [-3.240, 1.752, 1.448], [-5.375, 1.085, 0.343], [3.307, 1.594, -7.415], [2.086, 0.755, -7.171], [1.743, -0.254, -8.079], [0.624, -1.078, -7.893], [-0.189, -0.882, -6.817], [0.106, 0.167, -5.896], [-0.674, 0.390, -4.814], [-1.987, -0.040, -4.562], [-2.916, -0.165, -5.596], [-4.195, -0.628, -5.336], [-4.568, -0.969, -4.043], [-3.672, -0.779, -3.003], [-2.392, -0.284, -3.232], [-1.531, 0.008, -2.051], [-1.927, -0.328, -0.896], [-0.433, 0.629, -2.172], [1.282, 0.974, -6.061], [1.646, 2.068, -5.102], [3.854, 1.242, -8.286], [3.983, 1.572, -6.559], [3.037, 2.637, -7.589], [2.378, -0.415, -8.941], [0.427, -1.883, -8.587], [-1.009, -1.553, -6.621], [-0.246, 0.840, -4.004], [-2.648, 0.134, -6.598], [-4.905, -0.716, -6.147], [-5.561, -1.348, -3.845], [-3.954, -1.012, -1.985], [0.913, 2.249, -4.320], [1.781, 3.007, -5.641], [2.600, 1.845, -4.620]],
  "e_lumo_ev": [-9.01, -10.02],
  "e_homo_ev": [-15.59, -16.32],
  "multiplicity": 5,
  "gap_ha": [0.2418, 0.2316],
  "total_charge": 3
}

---

{
  "formula": "C32H31N11O2S3Zr",
  "method": "wB97M-V/def2-TZVPD",
  "species": ["Zr", "C", "C", "N", "C", "C", "N", "C", "C", "C", "C", "C", "N", "C", "C", "N", "C", "C", "N", "C", "C", "C", "N", "C", "C", "H", "H", "H", "H", "H", "H", "H", "H", "H", "H", "H", "H", "O", "C", "N", "C", "O", "C", "C", "C", "C", "N", "C", "H", "H", "H", "H", "H", "H", "H", "H", "C", "N", "C", "C", "N", "C", "S", "H", "H", "H", "H", "H", "H", "S", "C", "N", "C", "C", "S", "H", "H", "H", "H", "H"],
  "positions_angstrom": [[0.135, -0.136, 0.855], [4.191, -1.090, -0.909], [3.036, -1.162, -0.134], [2.240, -0.091, 0.003], [2.597, 1.047, -0.638], [3.727, 1.070, -1.436], [4.526, 0.011, -1.560], [1.681, 2.200, -0.476], [2.003, 3.493, -0.802], [1.064, 4.526, -0.618], [-0.172, 4.167, -0.043], [-0.426, 2.859, 0.278], [0.482, 1.875, 0.065], [-1.658, 2.395, 0.956], [-2.826, 3.135, 1.047], [-3.891, 2.684, 1.703], [-3.810, 1.487, 2.266], [-2.672, 0.698, 2.143], [-1.603, 1.156, 1.482], [1.359, 5.907, -0.992], [0.325, 6.767, -1.373], [0.648, 8.062, -1.747], [1.887, 8.553, -1.742], [2.863, 7.724, -1.368], [2.663, 6.404, -0.999], [4.826, -1.962, -1.012], [2.742, -2.099, 0.320], [3.993, 1.952, -2.004], [2.966, 3.730, -1.230], [-0.893, 4.939, 0.185], [-2.911, 4.108, 0.580], [-4.669, 1.129, 2.821], [-2.628, -0.297, 2.568], [-0.705, 6.443, -1.433], [-0.133, 8.741, -2.067], [3.863, 8.142, -1.362], [3.512, 5.810, -0.689], [1.286, -6.814, -2.481], [2.145, -6.899, -1.373], [1.457, -6.233, -0.276], [1.548, -4.914, -0.089], [2.296, -4.143, -0.677], [0.680, -4.293, 0.982], [0.325, -4.852, 2.201], [-0.328, -4.065, 3.154], [-0.598, -2.745, 2.869], [-0.298, -2.207, 1.664], [0.308, -2.980, 0.752], [1.605, -7.392, -3.185], [3.090, -6.381, -1.534], [2.333, -7.929, -1.070], [0.682, -6.730, 0.137], [0.581, -5.877, 2.444], [-0.592, -4.470, 4.121], [-1.046, -2.086, 3.600], [0.524, -2.557, -0.232], [3.059, 2.741, 4.400], [3.362, 1.309, 4.222], [4.537, 0.731, 4.670], [4.457, -0.594, 4.425], [3.238, -0.798, 3.812], [2.575, 0.363, 3.702], [0.933, 0.634, 3.173], [3.908, 3.315, 4.039], [2.890, 2.929, 5.457], [2.168, 2.987, 3.832], [5.310, 1.320, 5.134], [5.146, -1.396, 4.627], [2.842, -1.697, 3.590], [-1.050, -0.471, -1.457], [-2.332, -1.634, -1.666], [-2.828, -1.805, -2.857], [-4.000, -2.696, -2.992], [-4.100, -3.477, -1.674], [-3.059, -2.589, -0.454], [-2.473, -1.279, -3.648], [-3.838, -3.359, -3.839], [-4.878, -2.081, -3.184], [-3.716, -4.489, -1.764], [-5.118, -3.505, -1.294]],
  "e_lumo_ev": -12.33,
  "e_homo_ev": -17.71,
  "gap_ha": 0.1976,
  "total_charge": 4
}

---

{
  "formula": "C32H31N2OP2S5SeY",
  "method": "wB97M-V/def2-TZVPD",
  "species": ["Y", "S", "P", "C", "P", "S", "C", "C", "C", "C", "C", "C", "C", "C", "C", "C", "C", "C", "C", "C", "C", "C", "C", "C", "C", "C", "C", "C", "C", "C", "H", "H", "H", "H", "H", "H", "H", "H", "H", "H", "H", "H", "H", "H", "H", "H", "H", "H", "H", "H", "S", "C", "S", "S", "C", "N", "C", "C", "N", "C", "C", "Se", "H", "H", "H", "H", "H", "H", "H", "H", "C", "O", "H", "H", "H"],
  "positions_angstrom": [[0.238, 2.078, -0.294], [0.064, 1.354, 3.443], [0.684, 0.169, 2.012], [-0.003, -0.113, 0.420], [-1.725, -0.014, 0.634], [-2.667, 1.739, 0.563], [-2.408, -0.949, 2.044], [-2.413, -2.339, 2.042], [-2.860, -3.022, 3.157], [-3.291, -2.328, 4.275], [-3.282, -0.943, 4.276], [-2.847, -0.252, 3.162], [-2.406, -1.015, -0.731], [-1.620, -1.921, -1.428], [-2.182, -2.680, -2.439], [-3.524, -2.537, -2.752], [-4.308, -1.630, -2.057], [-3.750, -0.873, -1.046], [2.495, 0.151, 1.758], [3.287, 0.193, 2.898], [4.664, 0.120, 2.798], [5.256, -0.004, 1.552], [4.465, -0.062, 0.413], [3.088, 0.007, 0.509], [0.652, -1.535, 2.730], [0.223, -1.821, 4.015], [0.144, -3.135, 4.447], [0.503, -4.169, 3.601], [0.954, -3.885, 2.319], [1.031, -2.577, 1.890], [-2.065, -2.879, 1.170], [-2.870, -4.105, 3.159], [-3.635, -2.867, 5.149], [-3.615, -0.398, 5.149], [-2.843, 0.830, 3.136], [-0.569, -2.008, -1.177], [-1.572, -3.383, -2.990], [-3.964, -3.136, -3.540], [-5.353, -1.515, -2.312], [-4.330, -0.144, -0.497], [2.797, 0.312, 3.859], [5.278, 0.157, 3.692], [6.337, -0.051, 1.472], [4.937, -0.167, -0.556], [2.467, -0.028, -0.387], [-0.070, -1.007, 4.666], [-0.210, -3.350, 5.449], [0.441, -5.198, 3.939], [1.241, -4.690, 1.652], [1.368, -2.338, 0.888], [0.726, 5.544, -3.753], [0.600, 4.417, -2.543], [1.939, 3.455, -2.052], [-0.902, 4.137, -1.744], [-2.067, 1.899, -3.995], [-0.774, 2.098, -4.589], [-0.487, 3.002, -5.574], [0.846, 2.948, -5.803], [1.367, 2.004, -4.965], [2.754, 1.697, -4.791], [0.375, 1.515, -4.200], [0.536, 0.211, -2.918], [-2.829, 1.903, -4.776], [-2.273, 2.699, -3.273], [-2.080, 0.943, -3.466], [-1.240, 3.628, -6.002], [1.461, 3.524, -6.461], [3.286, 1.859, -5.726], [2.843, 0.660, -4.467], [3.164, 2.339, -4.005], [2.109, 3.524, 1.812], [1.670, 2.481, 1.030], [3.171, 3.372, 2.086], [1.539, 3.601, 2.755], [2.034, 4.498, 1.289]],
  "e_lumo_ev": 4.34,
  "e_homo_ev": -1.72,
  "gap_ha": 0.2225,
  "total_charge": -2
}

---

Short version: energy relative to the best compared isomer or geometry (same formula, charge and spin) = 1.3 0.0 0.0 81.9 0.0 32.2 kcal/mol, in the order given.